A 10-piece molecular cluster, C50H66N11O overall at a distorted geometry. Source: the OMol25 dataset; level of theory: ωB97M-V with the def2-TZVPD basis set.

Structure (XYZ):
```
128
Properties=species:S:1:pos:R:3:forces:R:3:mulliken_spin:R:1
O 1.677826 -3.751781 -5.384680 0.301 0.122 0.400 0.543
N -0.694470 -1.795508 4.595126 0.084 -0.167 -0.043 0.000
N -2.356856 1.188275 2.314534 0.098 0.036 0.035 0.000
N -3.672028 -1.960029 -5.487423 0.199 -0.174 -0.124 0.000
N 2.536419 6.504751 3.005130 0.074 0.060 -0.028 0.000
N 1.866266 2.180542 2.968350 0.005 -0.014 -0.023 0.000
N -2.264180 -3.168185 1.303909 -0.121 -0.012 -0.212 0.000
N -2.981527 3.924386 -3.531898 0.025 -0.081 -0.007 0.000
N 6.824327 0.941460 4.770116 0.060 0.043 0.011 0.000
N 5.561693 5.384817 0.820340 0.026 -0.061 -0.048 0.000
N -7.468163 -3.093139 3.404826 0.027 -0.005 -0.055 0.000
N 0.986419 -2.868663 -4.764819 -1.109 0.055 -0.682 0.362
C 0.538068 -4.558221 -3.077714 -1.048 0.012 0.244 -0.002
C 5.586380 4.096896 0.354227 -0.078 0.089 0.015 0.000
C -0.792492 -2.500557 -2.993242 -0.791 -0.004 -0.438 0.031
C -5.221944 -4.294793 -5.740492 -0.439 0.568 0.292 0.000
C -7.445841 -4.383563 2.949340 -0.033 0.018 0.038 0.000
C 2.883035 8.556883 3.756198 0.006 0.000 0.010 0.000
C -6.168492 -4.666273 2.545686 -0.036 -0.046 -0.006 0.000
C 6.982177 2.526697 6.306013 0.007 0.001 -0.012 0.000
C -4.985404 -2.000495 -5.287156 -0.652 1.606 0.634 0.000
C -5.388337 -3.499208 2.762048 -0.120 0.060 0.166 0.000
C 3.951396 1.759727 2.353033 0.198 -0.140 -0.038 0.000
C 0.779767 -3.115838 5.586681 0.025 0.002 -0.001 0.000
C -3.411312 -4.216404 -0.274178 -0.002 0.031 -0.045 0.000
C -2.498020 -5.133384 0.315694 -0.022 -0.028 0.005 0.000
C 6.868848 3.814385 -0.033461 0.000 -0.007 0.007 0.000
C 3.121941 2.715683 2.868464 -0.184 0.085 0.078 0.000
C -1.808824 -4.459780 1.286759 0.101 -0.004 0.097 0.000
C -2.644856 2.033572 1.280543 -0.071 -0.037 -0.140 0.000
C 2.930599 7.232040 4.096129 -0.022 -0.052 0.034 0.000
C -2.023229 3.241701 3.073299 0.092 -0.005 -0.051 0.000
C 6.813695 5.929111 0.728272 -0.028 0.034 0.047 0.000
C 8.125167 0.941525 5.195202 -0.016 -0.055 -0.018 0.000
C 0.546742 -1.725100 -5.605372 0.745 0.934 -1.338 0.013
C 1.886006 0.891128 2.512906 -0.042 0.025 0.066 0.000
C -1.601847 -3.227424 -6.047557 -0.666 0.302 0.604 -0.018
C -2.331771 2.010754 -2.632720 0.033 -0.007 0.126 0.000
C -1.044425 -4.181432 -4.931578 -0.095 0.591 -0.591 0.048
C 3.168451 0.597592 2.124750 -0.101 -0.015 0.057 0.000
C -3.340775 2.938221 -4.411780 -0.013 0.083 0.022 0.000
C -0.107004 -3.461457 -3.961184 1.100 -1.446 1.076 0.014
C -2.452532 3.316302 1.718231 0.063 -0.039 0.013 0.000
C -3.109503 -3.111237 -5.823393 0.267 0.414 -0.120 0.007
C 1.481566 -1.692049 -6.840777 -0.646 0.446 -0.059 -0.018
C -1.336237 -2.986299 4.836529 -0.113 0.103 -0.071 0.000
C -0.918585 -1.840332 -6.148660 0.355 -0.305 0.299 0.024
C -2.951663 1.738604 -3.879259 -0.067 -0.141 -0.154 0.000
C 2.243923 7.352375 1.968352 -0.017 -0.068 -0.060 0.000
C 6.123740 1.906399 5.438062 -0.116 -0.007 0.012 0.000
C -1.972277 1.914628 3.409359 0.105 -0.116 0.139 0.000
C 0.771805 -0.357570 -4.918038 0.817 -0.636 0.201 0.033
C -5.803618 -3.087009 -5.370238 -0.446 -0.955 -0.246 0.000
C 0.598956 -1.872604 5.048168 -0.016 0.131 -0.038 0.000
C -3.247047 -3.015023 0.357486 0.242 0.138 -0.113 0.000
C -0.446698 -3.821849 5.452679 -0.016 -0.051 -0.027 0.000
C 8.255087 1.913237 6.151118 0.024 -0.007 0.000 0.000
C 2.447068 8.633523 2.405244 0.028 0.003 -0.015 0.000
C 7.648824 4.978840 0.204896 0.015 0.022 -0.002 0.000
C -2.362874 3.367558 -2.446067 -0.037 0.074 0.039 0.000
C -6.218464 -2.545767 3.290250 -0.021 0.002 0.051 0.000
C -3.876989 -4.256671 -5.950101 0.808 -1.630 -0.512 0.000
H -1.835699 -4.648966 -4.340440 -0.116 0.189 -0.140 -0.004
H -1.779192 4.066634 3.722699 -0.046 -0.004 0.011 0.000
H -1.723827 -2.978976 -2.668753 0.133 -0.027 0.053 -0.001
H -3.369384 -5.182640 -6.214479 0.013 0.115 -0.042 0.000
H 1.917315 6.970450 1.015419 -0.025 0.020 0.011 0.000
H 1.053325 2.658088 3.318717 -0.060 -0.055 -0.087 0.000
H 8.701549 5.103362 0.012837 -0.009 0.001 0.003 0.000
H 3.505437 -0.342905 1.721231 -0.014 0.009 -0.006 0.000
H -2.001526 3.981161 -1.637939 0.019 -0.028 -0.001 0.000
H 0.907719 -5.396897 -3.661957 0.340 0.213 0.028 -0.001
H 4.750356 5.859598 1.175898 0.025 0.040 -0.013 0.000
H -1.037316 -4.784256 1.964747 -0.010 0.012 0.000 0.000
H -4.109944 -4.419947 -1.069168 -0.016 0.013 0.022 0.000
H -2.417462 0.188407 2.272081 -0.076 0.018 -0.050 0.000
H -2.365505 -6.170851 0.056780 0.001 0.006 0.010 0.000
H 1.239012 -2.487355 -7.546221 0.309 -0.145 0.158 0.004
H -8.337803 -4.986728 2.952657 0.020 -0.012 -0.002 0.000
H 9.160909 2.158468 6.680261 -0.004 0.000 -0.012 0.000
H 7.211192 2.878183 -0.442753 -0.007 0.011 -0.008 0.000
H -1.104769 -0.992124 4.157734 0.015 0.053 0.106 0.000
H -1.106762 -1.560629 -3.449241 0.157 0.006 0.115 -0.011
H 5.077558 2.065878 5.238120 0.011 -0.001 -0.008 0.000
H -0.854435 -1.594486 -7.211447 -0.106 0.081 0.087 0.000
H -1.503473 -3.712997 -7.021644 0.167 -0.156 0.165 -0.008
H -2.366127 -3.131545 4.551815 -0.001 -0.022 0.049 0.000
H -1.931041 -2.449073 1.917938 0.104 -0.091 0.036 0.000
H -6.030158 -1.529447 3.594069 0.006 -0.013 0.004 0.000
H 1.273363 -1.038328 4.948073 0.006 -0.017 -0.004 0.000
H -4.342189 -3.376512 2.553863 0.012 -0.069 0.011 0.000
H -1.911344 1.289179 -1.950754 0.048 0.014 -0.026 0.000
H 2.470961 5.505063 2.968257 -0.061 0.026 -0.025 0.000
H -0.278108 -4.946542 -2.452448 0.156 -0.010 0.015 0.003
H -8.275813 -2.621253 3.766634 0.005 -0.003 -0.016 0.000
H -3.840261 3.175110 -5.335700 0.004 -0.024 0.003 0.000
H 8.842426 0.252496 4.782828 0.009 0.015 0.019 0.000
H 0.988465 0.295601 2.503717 0.011 -0.002 -0.039 0.000
H -5.455188 -1.057980 -4.999435 0.245 -0.012 -0.069 0.000
H 7.000882 6.941531 1.043346 0.016 -0.015 0.006 0.000
H -3.147487 4.904892 -3.662995 0.014 -0.008 -0.004 0.000
H -2.960137 1.645852 0.326071 -0.027 0.089 -0.018 0.000
H 3.321956 3.728159 3.172879 0.135 -0.060 0.079 0.000
H -5.798376 -5.204458 -5.839006 0.051 -0.022 -0.023 0.000
H 0.550513 -0.371808 -3.851394 -0.315 0.211 -0.147 -0.008
H -5.828527 -5.604213 2.139187 0.014 0.021 -0.010 0.000
H 6.728070 3.331037 6.976332 0.004 -0.005 -0.008 0.000
H 2.532722 -1.683786 -6.560059 -0.043 -0.231 -0.069 -0.001
H 4.692586 3.497578 0.339898 0.014 -0.004 -0.023 0.000
H -1.515995 -1.043575 -5.703509 -0.176 -0.358 0.158 0.000
H 3.133723 9.381193 4.402658 0.003 -0.009 -0.006 0.000
H -2.599260 4.209197 1.134072 -0.018 -0.006 0.011 0.000
H -3.095721 0.770102 -4.334227 0.010 0.004 -0.003 0.000
H 1.844968 -0.148890 -4.997564 -0.099 0.091 0.138 -0.003
H -3.740770 -2.067764 0.218492 -0.038 -0.033 -0.019 0.000
H -0.526671 -4.997821 -5.438260 0.307 0.114 0.277 0.011
H -0.651292 -4.829429 5.774244 -0.007 0.008 -0.008 0.000
H 6.441571 0.328081 4.074306 -0.019 0.029 -0.001 0.000
H -6.863861 -3.018620 -5.169775 0.025 0.168 0.016 0.000
H 2.300770 9.527443 1.822233 0.006 -0.009 0.001 0.000
H 3.209046 6.745167 5.015385 0.005 0.023 -0.002 0.000
H -0.202588 -2.342681 -2.088926 0.138 0.225 -0.216 -0.010
H 1.690966 -3.481577 6.029626 -0.006 0.008 -0.003 0.000
H 5.004691 1.881276 2.159133 -0.012 0.036 -0.008 0.000
H -1.696676 1.424933 4.329880 -0.062 0.073 0.047 0.000
H 0.263678 0.442592 -5.456524 -0.235 -0.103 0.202 0.001
H 1.257629 -0.748850 -7.354959 0.108 -0.068 0.048 -0.001
H 1.273421 -4.136773 -2.390700 0.199 -0.097 -0.269 -0.008
```
Forces are in eV/Å.

Output
2S+1: 2
Total energy (eV): -71354.7350